A cluster of 6 separate species, C6H25NO6 in total in a non-equilibrium geometry. Source: the Open Molecules 2025 dataset; level of theory: the ωB97M-V functional and the def2-TZVPD basis.

Gap between HOMO and LUMO in eV: 8.827
Structure (SMILES): CC(C)CCNCO.O.O.O.O.O
HOMO in hartree: -0.3166

Geometry as XYZ:
```
38
C6H25NO6 the ωB97M-V functional and the def2-TZVPD basis
C -1.453 -2.276 1.018
C -0.156 -1.505 0.854
C 0.810 -1.553 1.976
C 0.574 -1.968 -0.515
C -0.064 -1.272 -1.733
N 0.755 -0.176 -2.240
C 0.113 0.952 -2.873
O -0.794 1.737 -2.051
H -1.224 -3.239 1.483
H -2.174 -1.609 1.527
H -1.927 -2.476 0.041
H -0.362 -0.414 0.697
H 1.425 -2.477 1.957
H 1.326 -0.580 2.134
H 0.395 -1.669 2.993
H 0.522 -3.033 -0.663
H 1.624 -1.648 -0.533
H -1.063 -0.907 -1.551
H -0.192 -2.034 -2.516
H 1.629 -0.101 -1.755
H -0.514 0.718 -3.702
H 0.989 1.578 -3.047
H -0.346 1.977 -1.215
O -2.960 0.540 -0.751
H -2.139 0.528 -1.261
H -3.779 0.498 -1.261
O 2.492 2.398 0.730
H 1.520 2.535 0.678
H 2.743 2.310 1.652
O -0.124 2.724 0.280
H -0.826 2.525 0.952
H -0.142 3.668 0.094
O -2.224 2.287 1.836
H -1.937 1.776 2.598
H -2.523 1.712 1.112
O 3.592 -0.654 0.847
H 3.554 0.292 0.999
H 2.859 -1.166 1.205
```

A structure of composition C49H45F3N4O2PS2W in a non-equilibrium geometry. Source: the Open Molecules 2025 dataset; level of theory: the ωB97M-V functional and the def2-TZVPD basis.

Multiplicity: 2
Gap between HOMO and LUMO (alpha / beta) in eV: 5.513 / 5.692
Charge: +2
HOMO (alpha / beta) in hartree: -0.4115 / -0.4138

Geometry as XYZ:
```
107
C49H45F3N4O2PS2W the ωB97M-V functional and the def2-TZVPD basis
W 0.211 -0.138 -0.051
C 0.772 -0.154 -3.194
C -0.742 -0.278 -3.065
C -1.372 0.950 -2.462
C -2.173 1.790 -3.222
C -2.795 2.871 -2.629
C -2.622 3.075 -1.269
C -1.802 2.215 -0.574
N -1.151 1.189 -1.150
N 1.471 -0.507 -1.915
C 1.867 -1.932 -1.885
C 2.224 -2.347 -0.484
C 3.047 -3.431 -0.254
C 3.265 -3.854 1.047
C 2.642 -3.173 2.081
C 1.857 -2.082 1.779
N 1.652 -1.652 0.522
C 2.717 0.294 -1.775
C 2.375 1.682 -1.352
C 2.973 2.806 -1.885
C 2.573 4.055 -1.435
C 1.593 4.123 -0.458
C 1.061 2.950 0.033
N 1.430 1.742 -0.403
H 1.037 0.870 -3.451
H 1.135 -0.800 -3.995
H -0.981 -1.142 -2.440
H -1.177 -0.453 -4.051
H -2.314 1.578 -4.276
H -3.432 3.528 -3.210
H -3.127 3.879 -0.748
H -1.670 2.314 0.492
H 2.705 -2.110 -2.565
H 1.024 -2.533 -2.205
H 3.492 -3.950 -1.094
H 3.898 -4.711 1.248
H 2.759 -3.479 3.113
H 1.351 -1.523 2.550
H 3.285 0.285 -2.705
H 3.333 -0.161 -1.000
H 3.738 2.700 -2.645
H 3.022 4.956 -1.838
H 1.242 5.070 -0.068
H 0.334 2.971 0.829
O 0.554 0.833 2.151
P 1.521 1.544 3.092
C 1.557 0.718 4.675
C 0.568 -0.211 4.984
C 0.554 -0.809 6.239
C 1.519 -0.472 7.179
C 2.508 0.457 6.871
C 2.529 1.055 5.621
C 3.214 1.521 2.470
C 3.948 0.345 2.652
C 5.205 0.206 2.080
C 5.749 1.248 1.336
C 5.037 2.431 1.174
C 3.775 2.568 1.736
C 0.984 3.230 3.365
C 1.847 4.276 3.690
C 1.339 5.553 3.891
C -0.027 5.782 3.790
C -0.894 4.734 3.492
C -0.393 3.459 3.278
H -0.186 -0.457 4.245
H -0.216 -1.531 6.485
H 1.501 -0.932 8.160
H 3.261 0.715 7.607
H 3.305 1.774 5.377
H 3.547 -0.451 3.267
H 5.768 -0.709 2.228
H 6.737 1.146 0.901
H 5.469 3.252 0.613
H 3.233 3.497 1.611
H 2.913 4.099 3.798
H 2.008 6.370 4.134
H -0.420 6.778 3.958
H -1.962 4.913 3.440
H -1.062 2.632 3.063
F -8.369 -1.199 -5.555
C -8.253 -2.102 -4.571
F -9.407 -2.123 -3.891
F -8.098 -3.310 -5.138
C -7.098 -1.792 -3.659
C -6.824 -2.669 -2.620
C -5.772 -2.411 -1.760
C -4.978 -1.275 -1.947
C -5.261 -0.406 -3.000
C -6.323 -0.663 -3.854
C -3.851 -1.040 -1.077
C -2.898 -0.887 -0.364
H -7.436 -3.553 -2.484
H -5.550 -3.085 -0.942
H -4.648 0.476 -3.138
H -6.546 0.013 -4.668
S -1.421 -1.298 1.925
C -1.703 -0.785 0.386
C -0.875 -4.817 1.024
S -1.528 -4.171 -0.505
C -1.102 -5.579 -1.508
O -0.589 -3.062 -0.926
H -1.413 -5.735 1.272
H -1.042 -4.070 1.798
H 0.192 -5.013 0.892
H -1.663 -6.443 -1.141
H -0.027 -5.757 -1.439
H -1.394 -5.365 -2.536
```

A structure of composition C24H42Br3N5O3 in a non-equilibrium geometry. Source: the Open Molecules 2025 dataset; level of theory: the ωB97M-V functional and the def2-TZVPD basis.

Gap between HOMO and LUMO in eV: 10.234
HOMO in hartree: -0.3739

Geometry as XYZ:
```
77
C24H42Br3N5O3 the ωB97M-V functional and the def2-TZVPD basis
C -1.706 3.294 4.547
C -2.058 3.855 3.156
C -3.435 3.431 2.779
C -3.875 3.905 1.421
N -4.170 4.206 0.379
H -2.047 3.955 5.289
H -0.613 3.247 4.686
H -2.208 2.348 4.772
H -1.391 3.572 2.340
H -1.963 4.946 3.181
H -4.207 3.651 3.507
H -3.510 2.301 2.671
C 1.558 -2.477 4.301
C 1.529 -1.829 2.913
C 2.435 -0.605 2.805
C 1.807 0.630 3.349
N 1.313 1.630 3.530
H 1.171 -1.839 5.101
H 2.525 -2.704 4.653
H 0.973 -3.396 4.302
H 0.490 -1.706 2.634
H 1.899 -2.558 2.249
H 2.606 -0.296 1.753
H 3.433 -0.717 3.307
C -1.413 3.747 -4.510
C -0.781 5.126 -4.642
C 0.362 5.427 -3.676
C -0.004 5.307 -2.219
N -0.431 5.481 -1.169
H -0.739 2.891 -4.808
H -2.336 3.634 -5.080
H -1.726 3.546 -3.503
H -1.533 5.891 -4.414
H -0.518 5.353 -5.694
H 0.624 6.467 -3.776
H 1.211 4.780 -3.874
C -3.147 -1.763 2.292
C -2.375 -2.351 1.074
C -3.278 -2.956 -0.005
C -3.895 -4.169 0.536
N -4.267 -5.149 0.991
H -2.477 -1.294 3.006
H -3.831 -2.465 2.789
H -3.805 -0.928 1.861
H -1.562 -3.071 1.360
H -1.846 -1.507 0.635
H -2.638 -3.204 -0.855
H -4.098 -2.258 -0.282
C 3.867 -2.298 -4.313
C 3.275 -0.907 -4.205
C 4.194 0.065 -3.447
C 4.272 -0.188 -2.012
N 4.319 -0.465 -0.902
H 3.248 -2.938 -4.952
H 3.945 -2.828 -3.355
H 4.837 -2.232 -4.827
H 2.379 -0.994 -3.642
H 2.994 -0.507 -5.158
H 3.870 1.122 -3.612
H 5.187 0.026 -3.838
C 1.222 -2.328 -0.881
O 0.306 -3.400 -0.752
C 0.645 -4.330 0.187
O 1.630 -4.321 0.834
O -0.322 -5.285 0.313
C -0.052 -6.270 1.287
H 2.239 -2.647 -1.067
H 1.121 -1.687 0.008
H 0.787 -1.696 -1.667
H 0.950 -6.719 1.106
H -0.840 -7.001 1.203
H -0.065 -5.765 2.247
C -0.084 2.141 -0.843
Br 1.504 2.700 -0.046
Br -1.396 1.339 0.233
Br 0.503 1.038 -2.304
H -0.588 2.992 -1.259
```

An isolated molecule of C2H3F2I in a non-equilibrium geometry. Source: the Open Molecules 2025 dataset; level of theory: the ωB97M-V functional and the def2-TZVPD basis.

Gap between HOMO and LUMO in eV: 9.515
Structure (SMILES): FC[C@@H](F)I
HOMO in hartree: -0.3614

Geometry as XYZ:
```
8
C2H3F2I the ωB97M-V functional and the def2-TZVPD basis
F 0.514 0.689 1.559
C -0.173 -0.186 0.798
C -0.055 0.108 -0.674
F 0.095 1.504 -0.720
I 1.771 -0.779 -1.870
H -0.088 -1.326 1.212
H -1.205 0.062 1.019
H -0.861 -0.073 -1.325
```